Entry 1:
Computed, not measured: a structure of composition C21H55N8NbO6P at a distorted geometry, with ωB97M-V/def2-TZVPD.

Values from the calculation:
Charge ... -1
Total energy ... -57709.4417 eV
Kohn-Sham gap ... 5.868 eV
LUMO level ... 1.86 eV

Structure (XYZ):
```
92
C21H55N8NbO6P, DFT ωB97M-V/def2-TZVPD
C 1.652 0.454 -1.249
C 1.010 0.972 -2.472
C 1.800 0.874 -3.738
N -0.114 1.524 -2.502
Nb -1.796 0.376 -2.355
P -0.659 -1.904 -2.975
N -0.128 -2.556 -1.605
H 2.197 1.274 -0.805
H 2.379 -0.297 -1.487
H 0.918 0.103 -0.553
H 2.784 0.473 -3.585
H 1.865 1.860 -4.154
H 1.258 0.281 -4.446
H -2.168 0.554 -4.170
H -3.331 -0.597 -2.235
H -1.509 0.033 -0.576
H -2.857 1.835 -2.028
H -1.562 -2.807 -3.606
H 0.375 -1.800 -3.932
H 0.873 -2.702 -1.653
C 0.642 1.541 2.412
O -0.037 1.145 1.490
N 1.066 2.813 2.536
C 1.901 3.250 3.634
C 0.666 3.763 1.508
H 0.993 0.882 3.232
H 1.409 4.036 4.212
H 2.846 3.649 3.260
H 2.105 2.408 4.292
H -0.420 3.837 1.456
H 1.016 3.440 0.528
H 1.089 4.736 1.744
C -4.875 4.028 -5.800
O -5.925 4.631 -5.969
N -4.468 3.003 -6.555
C -3.204 2.316 -6.329
C -5.329 2.566 -7.636
H -4.163 4.284 -4.998
H -2.573 2.399 -7.219
H -3.379 1.266 -6.107
H -2.677 2.749 -5.485
H -5.497 3.377 -8.346
H -6.300 2.255 -7.252
H -4.857 1.731 -8.145
C 2.681 -3.882 0.299
O 2.805 -3.712 -0.901
N 2.003 -4.905 0.827
C 1.867 -5.105 2.255
C 1.363 -5.831 -0.093
H 3.107 -3.198 1.055
H 2.290 -6.071 2.547
H 0.822 -5.071 2.555
H 2.390 -4.316 2.785
H 2.105 -6.300 -0.741
H 0.651 -5.296 -0.725
H 0.845 -6.595 0.481
C -0.715 -1.101 3.117
O 0.242 -1.660 3.635
N -1.505 -0.248 3.779
C -2.622 0.421 3.144
C -1.219 0.013 5.176
H -0.990 -1.235 2.059
H -2.474 1.503 3.171
H -3.558 0.173 3.649
H -2.686 0.115 2.102
H -0.215 0.424 5.294
H -1.271 -0.907 5.758
H -1.947 0.724 5.558
C 6.074 4.496 3.244
O 5.044 5.137 3.153
N 6.364 3.419 2.499
C 7.607 2.692 2.646
C 5.392 2.972 1.509
H 6.875 4.754 3.961
H 8.173 2.699 1.712
H 7.418 1.654 2.927
H 8.210 3.158 3.421
H 5.196 3.760 0.782
H 4.447 2.715 1.986
H 5.782 2.097 0.998
C -4.463 -3.007 2.098
O -5.023 -3.437 3.098
N -3.726 -3.729 1.255
C -3.042 -3.069 0.151
C -3.582 -5.154 1.467
H -4.498 -1.944 1.803
H -3.385 -3.450 -0.811
H -1.960 -3.187 0.212
H -3.260 -2.006 0.195
H -4.553 -5.650 1.430
H -3.144 -5.355 2.447
H -2.937 -5.558 0.692
```


Entry 2:
Computed, not measured: a cluster of 14 separate species, C6H39NO14 in total at a distorted geometry, with ωB97M-V/def2-TZVPD.

Values from the calculation:
Total energy ... -37008.9270 eV
Kohn-Sham gap ... 9.580 eV
ΔE to the lowest compared entry with this formula, charge and spin ... 450.5 kJ/mol
LUMO level ... -0.31 eV

Structure (XYZ):
```
60
C6H39NO14, DFT ωB97M-V/def2-TZVPD
O -1.672 0.137 0.341
C -0.992 -0.218 -0.644
N 0.277 -0.636 -0.619
C 1.217 -0.532 0.555
C 1.689 -1.943 0.961
C -1.639 -0.088 -2.011
C -1.084 -1.896 -3.648
C -0.801 -0.426 -3.235
H 0.675 -1.083 -1.434
H 0.602 -0.149 1.366
H 2.004 0.048 0.072
H 0.779 -2.365 1.431
H 2.479 -1.979 1.688
H 2.012 -2.454 0.059
H -1.738 0.998 -2.088
H -2.689 -0.394 -1.968
H -1.518 -2.140 -4.612
H -1.785 -2.288 -2.900
H -0.218 -2.657 -3.837
H -0.931 0.214 -4.119
H 0.294 -0.466 -3.131
H -3.130 -0.848 2.650
H -4.497 -1.309 2.833
O -3.794 -1.372 2.176
H -2.472 -1.776 0.065
H -3.632 -2.442 0.533
O -3.025 -2.527 -0.225
H -1.231 0.327 2.246
H -1.588 1.457 3.468
O -1.130 1.170 2.691
H 2.427 2.218 1.071
H 2.763 0.952 1.841
O 3.031 1.459 1.058
H -1.072 2.704 -1.174
H -1.364 2.141 0.159
O -1.830 2.493 -0.610
H 1.753 3.639 -2.086
H 2.383 3.058 -3.243
O 1.693 3.711 -3.052
H 0.736 2.227 1.823
H 0.845 3.465 2.751
O 0.964 3.168 1.845
H -0.980 4.772 0.017
H 0.417 4.774 0.578
O -0.096 5.125 -0.162
H -1.261 -3.704 0.637
H -2.254 -4.090 1.645
O -1.381 -4.356 1.339
H 0.680 -2.916 3.471
H -0.620 -3.110 4.185
O 0.199 -2.602 4.242
H 3.049 -1.286 -1.155
H 3.706 -0.476 -2.219
O 3.622 -1.392 -1.923
H 2.876 -1.125 -4.084
H 3.163 0.323 -4.299
O 2.436 -0.310 -4.370
H 2.176 0.829 3.943
H 1.242 -0.331 3.834
O 1.634 0.366 3.288
```


Entry 3:
Computed, not measured: a cluster of 11 separate species, C45H112O33S7 in total at a distorted geometry, with ωB97M-V/def2-TZVPD.

Values from the calculation:
SMILES ... CCOS(C)(=O)=O.CCOS(C)(=O)=O.CCOS(C)(=O)=O.CCOS(C)(=O)=O.CCOS(C)(=O)=O.CCOS(C)(=O)=O.CCOS(C)(=O)=O.COCCOCCOC.COCCOCCOC.COCCOCCOC.COCCOCCOC
Total energy ... -191878.6849 eV
Kohn-Sham gap ... 9.412 eV
ΔE to the lowest compared entry with this formula, charge and spin ... 899.0 kJ/mol
LUMO level ... 0.03 eV

Structure (XYZ):
```
197
C45H112O33S7, DFT ωB97M-V/def2-TZVPD
C 8.753 -7.750 12.893
C 7.956 -6.889 11.920
O 7.168 -6.105 12.716
S 6.297 -4.927 11.798
C 7.601 -3.681 11.321
O 5.804 -5.628 10.621
O 5.287 -4.312 12.714
H 8.098 -8.409 13.462
H 9.250 -7.082 13.597
H 9.546 -8.330 12.421
H 8.586 -6.275 11.277
H 7.268 -7.549 11.392
H 8.178 -4.079 10.486
H 8.318 -3.717 12.141
H 7.217 -2.671 11.174
C -2.143 2.699 6.809
C -3.214 3.667 6.288
O -4.353 3.684 7.107
S -4.284 4.434 8.609
C -4.282 2.837 9.596
O -3.001 5.104 8.788
O -5.546 5.116 8.859
H -1.409 2.461 6.039
H -2.664 1.859 7.267
H -1.538 3.132 7.605
H -2.753 4.642 6.129
H -3.453 3.281 5.297
H -3.288 2.405 9.481
H -5.053 2.127 9.296
H -4.437 3.073 10.648
C 1.449 -1.926 -8.270
C 2.387 -3.120 -8.289
O 2.940 -3.237 -9.646
S 4.067 -4.374 -9.931
C 3.074 -5.978 -9.669
O 4.348 -4.279 -11.340
O 5.119 -4.270 -8.899
H 1.999 -1.041 -8.590
H 1.131 -1.679 -7.258
H 0.590 -2.011 -8.937
H 3.130 -3.151 -7.492
H 1.829 -4.014 -8.012
H 3.785 -6.795 -9.785
H 2.308 -5.971 -10.444
H 2.636 -5.940 -8.671
C -7.189 8.950 3.684
C -7.359 7.763 2.735
O -7.409 8.116 1.388
S -7.330 6.895 0.263
C -9.103 6.728 0.081
O -6.844 7.485 -0.969
O -6.743 5.670 0.823
H -6.193 9.372 3.818
H -7.538 8.598 4.654
H -7.969 9.679 3.463
H -6.523 7.105 2.971
H -8.276 7.220 2.965
H -9.617 7.664 0.300
H -9.391 5.961 0.800
H -9.307 6.375 -0.930
C 7.573 5.796 8.836
C 6.823 7.085 8.490
O 5.847 6.793 7.494
S 4.490 7.639 7.449
C 3.676 6.950 9.023
O 4.777 9.048 7.758
O 3.738 7.178 6.305
H 8.409 5.957 9.518
H 7.951 5.292 7.947
H 6.807 5.148 9.262
H 6.386 7.573 9.362
H 7.518 7.808 8.063
H 3.404 5.908 8.857
H 2.814 7.581 9.237
H 4.347 7.153 9.858
C 5.205 3.566 -4.720
C 5.902 4.769 -4.051
O 6.641 4.169 -2.972
S 7.436 5.082 -1.814
C 5.931 5.620 -0.962
O 8.193 4.177 -0.967
O 8.067 6.221 -2.460
H 4.460 3.167 -4.031
H 5.970 2.877 -5.077
H 4.551 3.864 -5.540
H 6.649 5.095 -4.775
H 5.202 5.533 -3.715
H 5.226 4.825 -1.204
H 5.632 6.592 -1.355
H 6.093 5.665 0.115
C 4.493 -6.400 1.063
C 4.075 -7.822 0.934
O 3.614 -8.058 -0.419
S 4.481 -8.984 -1.396
C 4.030 -10.566 -0.597
O 3.910 -8.992 -2.738
O 5.894 -8.701 -1.216
H 3.652 -5.708 1.023
H 5.333 -6.213 0.394
H 4.931 -6.227 2.047
H 4.936 -8.464 1.117
H 3.199 -7.986 1.562
H 4.545 -11.407 -1.061
H 2.981 -10.759 -0.821
H 4.166 -10.624 0.483
C -2.345 -12.305 -1.526
O -2.172 -11.065 -2.147
C -3.025 -10.135 -1.667
C -2.783 -8.849 -2.426
O -3.017 -8.876 -3.866
C -2.104 -9.673 -4.599
C -2.239 -9.432 -6.132
O -1.909 -8.078 -6.510
C -3.132 -7.293 -6.577
H -3.017 -13.035 -1.978
H -2.706 -12.305 -0.497
H -1.432 -12.902 -1.506
H -2.723 -9.853 -0.659
H -4.105 -10.275 -1.646
H -1.784 -8.478 -2.199
H -3.518 -8.129 -2.066
H -2.302 -10.736 -4.458
H -1.071 -9.414 -4.369
H -3.190 -9.783 -6.531
H -1.533 -10.076 -6.656
H -2.826 -6.282 -6.845
H -3.637 -7.328 -5.612
H -3.793 -7.707 -7.339
C 3.860 1.030 4.111
O 3.594 0.187 2.985
C 3.564 0.979 1.838
C 3.350 0.201 0.522
O 2.082 -0.345 0.438
C 1.813 -1.027 -0.781
C 0.244 -1.416 -0.849
O -0.617 -0.290 -0.826
C -1.251 -0.105 0.486
H 4.640 1.768 3.922
H 4.114 0.465 5.008
H 2.914 1.520 4.342
H 4.516 1.510 1.852
H 2.745 1.685 1.975
H 4.045 -0.632 0.628
H 3.483 0.814 -0.369
H 2.407 -1.941 -0.751
H 2.156 -0.378 -1.587
H 0.035 -2.305 -0.253
H 0.111 -1.718 -1.888
H -1.844 -0.974 0.772
H -1.961 0.723 0.495
H -0.519 0.066 1.276
C -0.340 6.060 -0.432
O 0.397 7.274 -0.638
C -0.036 8.001 -1.780
C 0.278 9.498 -1.654
O -0.253 10.270 -0.572
C -0.247 9.690 0.729
C -0.728 10.664 1.886
O -0.047 11.889 1.902
C -0.310 12.600 3.042
H -0.346 5.380 -1.284
H -1.335 6.199 -0.008
H 0.146 5.446 0.325
H -1.112 7.832 -1.824
H 0.291 7.615 -2.746
H -0.178 9.852 -2.579
H 1.361 9.614 -1.611
H 0.802 9.417 0.843
H -0.859 8.795 0.842
H -0.683 10.136 2.838
H -1.776 10.786 1.613
H 0.006 12.025 3.912
H -1.370 12.807 3.193
H 0.166 13.581 3.018
C -7.431 -2.717 -6.101
O -7.604 -2.447 -7.473
C -8.698 -1.600 -7.629
C -8.974 -1.146 -9.069
O -9.418 -2.139 -10.011
C -9.898 -1.834 -11.286
C -10.258 -3.125 -12.011
O -9.132 -3.901 -12.319
C -8.593 -4.634 -11.199
H -7.244 -1.811 -5.525
H -6.677 -3.489 -5.945
H -8.310 -3.227 -5.706
H -8.453 -0.696 -7.071
H -9.581 -2.097 -7.227
H -8.078 -0.714 -9.515
H -9.694 -0.328 -9.042
H -9.084 -1.388 -11.857
H -10.688 -1.084 -11.244
H -10.670 -2.826 -12.975
H -11.076 -3.632 -11.499
H -9.337 -5.247 -10.691
H -8.098 -3.960 -10.500
H -7.816 -5.326 -11.525
```


Entry 4:
Computed, not measured: a cluster of 12 separate species, C20H53N3O23 in total at a distorted geometry, with ωB97M-V/def2-TZVPD.

Values from the calculation:
SMILES ... C[N+](=O)[O-].C[N+](=O)[O-].C[N+](=O)[O-].COC(=O)OC.COC(=O)OC.COC(=O)OC.COC(=O)OC.CO.CO.CO.CO.CO
Total energy ... -73148.1994 eV
Kohn-Sham gap ... 10.465 eV
ΔE to the lowest compared entry with this formula, charge and spin ... 106.9 kJ/mol
LUMO level ... 0.17 eV

Structure (XYZ):
```
99
C20H53N3O23, DFT ωB97M-V/def2-TZVPD
C 12.111 -26.833 14.326
N 11.922 -25.430 14.758
O 12.527 -25.099 15.735
O 11.169 -24.677 14.181
H 11.328 -27.449 14.768
H 13.046 -27.190 14.758
H 12.166 -26.781 13.239
C 11.123 -17.443 12.204
N 11.088 -16.120 13.004
O 11.809 -16.017 13.969
O 10.340 -15.274 12.558
H 11.891 -18.085 12.637
H 11.208 -17.242 11.136
H 10.163 -17.913 12.419
C 5.220 -17.311 4.766
N 5.719 -16.210 5.715
O 5.180 -15.123 5.585
O 6.412 -16.525 6.664
H 4.513 -16.742 4.163
H 4.763 -18.081 5.387
H 6.041 -17.756 4.204
C 4.615 -23.848 12.987
O 4.676 -22.698 13.806
C 4.428 -21.461 13.376
O 3.939 -21.169 12.271
O 4.759 -20.611 14.326
C 4.725 -19.209 13.986
H 3.735 -23.970 12.356
H 4.529 -24.661 13.707
H 5.517 -23.977 12.388
H 5.209 -18.492 14.649
H 3.740 -18.756 13.868
H 5.122 -19.019 12.988
C 17.548 -32.799 -0.881
O 17.808 -31.464 -0.685
C 16.860 -30.575 -0.278
O 15.652 -30.824 -0.286
O 17.479 -29.499 0.219
C 16.815 -28.372 0.786
H 16.860 -33.012 -1.700
H 17.033 -33.159 0.010
H 18.436 -33.383 -1.123
H 16.039 -27.924 0.165
H 17.574 -27.628 1.028
H 16.346 -28.614 1.739
C 9.408 -22.006 6.916
O 10.316 -21.151 6.223
C 11.625 -21.320 6.254
O 12.247 -22.106 6.954
O 12.147 -20.455 5.463
C 13.452 -20.502 5.101
H 9.890 -22.387 7.817
H 9.182 -22.873 6.296
H 8.485 -21.463 7.117
H 13.683 -19.508 4.720
H 13.659 -21.089 4.207
H 14.153 -20.768 5.892
C 9.874 -13.071 2.129
O 9.141 -12.796 0.954
C 8.543 -13.836 0.310
O 8.696 -15.056 0.570
O 7.746 -13.294 -0.605
C 7.000 -14.208 -1.482
H 10.434 -12.140 2.211
H 10.528 -13.919 1.923
H 9.304 -13.173 3.052
H 6.687 -13.660 -2.371
H 6.126 -14.513 -0.907
H 7.657 -15.055 -1.682
C 10.424 -29.038 5.733
O 9.790 -28.934 6.986
H 10.212 -28.161 5.121
H 11.491 -29.201 5.879
H 10.053 -29.895 5.171
H 9.998 -29.670 7.566
C 0.711 -16.227 9.963
O 0.989 -17.392 9.228
H 1.500 -15.476 9.930
H -0.156 -15.815 9.446
H 0.467 -16.401 11.011
H 1.453 -17.972 9.835
C 17.475 -21.956 10.198
O 16.485 -22.854 10.719
H 17.838 -22.343 9.246
H 17.087 -20.937 10.181
H 18.363 -21.848 10.822
H 15.772 -22.742 10.086
C 17.039 -20.549 -4.217
O 16.674 -20.108 -2.951
H 16.975 -21.628 -4.356
H 16.331 -20.193 -4.966
H 18.030 -20.232 -4.542
H 15.788 -20.415 -2.742
C 21.311 -21.987 -0.624
O 20.485 -21.119 0.298
H 21.868 -21.399 -1.355
H 22.058 -22.494 -0.014
H 20.763 -22.802 -1.096
H 19.724 -20.844 -0.218
```


Entry 5:
Computed, not measured: a cluster of 2 separate species, C5H15NOS in total at a distorted geometry, with ωB97M-V/def2-TZVPD.

Values from the calculation:
SMILES ... CCNCCCS.O
Total energy ... -19800.3770 eV
Kohn-Sham gap ... 9.620 eV
ΔE to the lowest compared entry with this formula, charge and spin ... 92.6 kJ/mol
LUMO level ... 0.66 eV

Structure (XYZ):
```
23
C5H15NOS, DFT ωB97M-V/def2-TZVPD
C -3.071 1.037 -0.870
C -1.844 0.164 -0.929
N -1.106 0.139 0.338
C 0.313 -0.119 0.138
C 0.716 -1.532 -0.294
C 2.032 -1.582 -1.090
S 2.056 -2.829 -2.407
H -2.828 2.062 -0.627
H -3.583 1.114 -1.831
H -3.762 0.752 -0.096
H -1.172 0.584 -1.672
H -2.083 -0.815 -1.361
H -1.466 -0.622 0.899
H 0.873 0.099 1.045
H 0.715 0.657 -0.518
H 0.836 -2.107 0.612
H -0.101 -2.102 -0.751
H 2.125 -0.661 -1.648
H 2.849 -1.739 -0.398
H 1.226 -3.757 -1.916
O 2.310 4.126 4.574
H 3.165 3.822 4.244
H 1.798 3.309 4.560
```